C26H26N4O4 in the gas phase in a non-equilibrium geometry, computed with the ωB97M-V functional and the def2-TZVPD basis.

Each line ends with the natural charge from an NBO analysis.
Positions of all 60 atoms, in Å:
O: 6.023 2.376 0.522  -0.504
O: 1.090 -0.681 5.947  -0.478
O: -1.370 2.803 5.042  -0.596
O: 0.493 -4.971 2.115  -0.510
N: 0.448 1.344 4.949  -0.451
N: -0.152 2.666 6.926  -0.436
N: -1.442 -0.536 4.728  -0.422
N: 0.660 3.374 0.929  -0.349
C: 1.744 1.326 7.033  -0.400
C: 0.627 -2.560 2.567  -0.370
C: 2.028 3.323 0.747  0.105
C: 0.972 2.259 7.605  0.085
C: 0.071 -1.461 3.228  0.086
C: 0.350 -0.068 3.274  -0.382
C: 3.909 2.068 1.575  -0.271
C: 4.147 3.661 -0.314  -0.310
C: -1.171 -4.010 3.475  -0.307
C: -0.266 4.167 0.148  -0.399
C: 4.708 2.709 0.576  0.294
C: 1.085 0.569 5.996  0.648
C: 1.441 2.030 2.595  -0.187
C: 0.301 2.554 1.986  0.054
C: 0.005 -3.831 2.699  0.303
C: 6.895 3.092 -0.396  -0.255
C: -1.094 -1.701 4.069  0.098
C: -0.359 2.371 5.579  0.792
C: 2.788 3.957 -0.230  -0.220
C: -0.706 0.526 4.117  0.193
C: 1.354 1.015 3.677  0.056
C: 2.576 2.426 1.723  0.026
C: 1.715 -4.881 1.356  -0.252
C: -2.773 -0.303 5.249  -0.401
C: -1.108 3.586 7.564  -0.388
C: -1.709 -2.939 4.178  -0.251
H: -3.076 -1.140 5.891  0.211
H: 7.883 2.663 -0.228  0.203
H: 2.338 4.661 -0.912  0.211
H: 6.594 2.937 -1.441  0.179
H: 1.156 2.755 8.552  0.222
H: 2.560 -4.622 2.007  0.176
H: -0.726 3.794 8.561  0.204
H: -0.827 3.537 -0.555  0.206
H: 1.534 -2.412 1.981  0.209
H: 1.627 -4.143 0.548  0.176
H: -3.518 -0.185 4.441  0.188
H: 0.286 4.926 -0.407  0.213
H: 4.759 4.146 -1.076  0.219
H: 4.374 1.319 2.217  0.222
H: -1.370 1.310 3.730  0.214
H: -2.593 -3.065 4.813  0.205
H: 2.614 0.877 7.517  0.258
H: -0.752 2.377 2.199  0.224
H: -0.981 4.651 0.826  0.210
H: 6.913 4.169 -0.171  0.181
H: -1.183 4.511 7.002  0.223
H: -1.619 -5.008 3.529  0.215
H: 2.270 0.865 4.295  0.213
H: -2.098 3.136 7.660  0.220
H: 1.840 -5.882 0.948  0.194
H: -2.766 0.622 5.835  0.201

## Properties
Net charge: 0
LUMO energy (eV): -0.56
Electronic energy (eV): -41527.4162
Largest force on an atom (eV/A): 4.9
Relative energy (zero: lowest compared OMol25 entry of this formula, charge and spin) (eV): 9.972

C5H8N2S in the gas phase in a non-equilibrium geometry, computed with the ωB97M-V functional and the def2-TZVPD basis.

Each line ends with the natural charge from an NBO analysis.
Positions of all 16 atoms, in Å:
S: 2.462 -0.128 -0.433  -0.138
N: -0.026 0.507 0.334  -0.262
N: 0.012 1.899 0.503  -0.651
C: 0.945 -0.336 0.065  0.105
C: 0.025 -1.541 0.277  -0.457
C: -1.032 -0.437 0.713  -0.050
C: -2.663 0.394 -0.901  -0.384
C: -2.383 -0.517 -0.056  -0.195
H: 0.228 -2.452 0.894  0.240
H: -1.223 -0.451 1.828  0.198
H: -3.608 0.460 -1.419  0.205
H: 0.366 2.395 -0.448  0.380
H: -1.985 1.205 -1.016  0.195
H: 0.812 2.058 1.234  0.371
H: -2.988 -1.452 0.067  0.214
H: -0.248 -1.950 -0.655  0.228

## Properties
SMILES: C=C[C@H]1CC(=S)N1N
Net charge: 0
LUMO energy (eV): 0.82
Electronic energy (eV): -19127.3142
Largest force on an atom (eV/A): 4.2
Relative energy (zero: lowest compared OMol25 entry of this formula, charge and spin) (eV): 3.107

A gas-phase ion, C10H12NO2 (charge +1) in a non-equilibrium geometry, computed with the ωB97M-V functional and the def2-TZVPD basis.

Each line ends with the Mulliken spin population.
Positions of all 25 atoms, in Å:
O: -1.808 -3.253 0.260  0.159
O: -0.108 -2.126 -0.646  0.009
N: 1.338 -0.173 -0.175  0.025
C: -1.370 -2.225 -0.143  0.070
C: 0.178 -0.548 -1.016  0.054
C: 1.057 -0.344 1.267  0.005
C: -1.493 1.404 -0.755  0.010
C: -2.003 -0.880 -0.150  0.400
C: -3.270 -0.533 0.281  -0.002
C: 2.546 -0.931 -0.561  0.001
C: -2.761 1.754 -0.304  0.462
C: -3.632 0.806 0.217  0.375
C: -1.119 0.078 -0.653  0.357
H: 3.404 -0.594 0.018  0.001
H: 2.372 -1.989 -0.376  -0.001
H: 0.817 -1.388 1.462  -0.002
H: 1.933 -0.071 1.850  0.000
H: -3.069 2.786 -0.358  0.008
H: -0.828 2.147 -1.171  0.002
H: 0.445 -0.560 -2.072  0.020
H: -4.598 1.120 0.579  0.018
H: 0.215 0.278 1.565  0.009
H: -3.939 -1.291 0.658  0.013
H: 1.503 0.829 -0.347  0.007
H: 2.765 -0.797 -1.619  0.000

## Properties
Net charge: +1
LUMO energy (spin up / spin down) (eV): -3.23 / -7.30
Spin multiplicity: 3
Electronic energy (eV): -16138.6386
Largest force on an atom (eV/A): 5.3
Relative energy (zero: lowest compared OMol25 entry of this formula, charge and spin) (eV): 0.000

A molecular structure, C13H23ClI2NP2Y in a non-equilibrium geometry, computed with the ωB97M-V functional and the def2-TZVPD basis.

Each line ends with the natural charge from an NBO analysis.
Positions of all 43 atoms, in Å:
I: 3.662 1.452 2.725  0.159
I: 2.789 -0.969 2.994  0.511
Y: -0.052 -0.724 -1.833  1.993
Cl: -0.118 0.205 -4.124  -0.612
P: 2.725 -0.115 -2.151  0.707
P: -2.785 -0.041 -1.887  0.709
N: -0.218 -0.263 0.346  -0.840
C: 3.389 1.398 -2.958  -0.908
C: 0.856 0.101 3.763  -0.112
C: -0.253 -0.235 1.536  0.543
C: -0.449 -0.049 5.798  -0.140
C: -1.554 0.141 3.621  -0.131
C: 3.618 -1.551 -2.885  -0.920
C: -3.503 1.372 -2.805  -0.915
C: 3.688 0.006 -0.607  -0.941
C: -3.650 0.079 -0.275  -0.929
C: -0.367 -0.130 2.929  -0.413
C: -1.605 0.238 5.013  -0.280
C: -3.674 -1.442 -2.684  -0.926
C: 0.741 -0.314 5.185  -0.323
H: -2.488 0.228 3.059  0.235
H: 1.595 -0.832 5.684  0.243
H: -3.337 1.008 0.222  0.249
H: 2.833 1.609 -3.879  0.268
H: 3.381 -0.797 0.063  0.219
H: -4.566 1.191 -3.031  0.258
H: -2.520 0.542 5.525  0.248
H: -2.941 1.502 -3.738  0.266
H: -0.521 -0.086 6.894  0.255
H: 3.150 -1.835 -3.836  0.258
H: -3.401 2.287 -2.208  0.255
H: -4.744 0.079 -0.407  0.262
H: 3.445 0.946 -0.088  0.244
H: 4.464 1.290 -3.176  0.260
H: -3.613 -2.331 -2.041  0.243
H: -4.725 -1.171 -2.858  0.265
H: 4.777 -0.053 -0.805  0.259
H: 3.531 -2.402 -2.192  0.241
H: 4.682 -1.311 -3.036  0.265
H: -3.182 -1.667 -3.643  0.254
H: 3.242 2.235 -2.262  0.251
H: 1.051 1.177 3.696  0.232
H: -3.351 -0.767 0.355  0.238

## Properties
Net charge: +2
LUMO energy (eV): -7.93
Electronic energy (eV): -63673.5343
Largest force on an atom (eV/A): 3.1
Relative energy (zero: lowest compared OMol25 entry of this formula, charge and spin) (eV): 1.215

2 unconnected molecules or ions with the total composition C4H8O3 in a non-equilibrium geometry, computed with the ωB97M-V functional and the def2-TZVPD basis.

Each line ends with the natural charge from an NBO analysis.
Positions of all 15 atoms, in Å:
O: -0.628 -0.695 2.389  -0.663
O: 0.934 -0.686 0.446  -0.726
O: -0.876 1.383 1.546  -0.616
C: -1.042 0.466 2.441  0.656
C: 0.990 -0.609 -1.972  -0.613
C: 0.137 -0.478 -0.688  -0.007
C: -0.304 0.914 -0.337  0.087
H: 0.301 -0.751 1.235  0.492
H: 0.500 1.642 -0.358  0.210
H: 1.429 -1.617 -1.996  0.239
H: 0.407 -0.473 -2.891  0.214
H: -1.636 0.729 3.345  0.123
H: -1.309 1.244 -0.436  0.208
H: 1.812 0.113 -1.960  0.216
H: -0.710 -1.185 -0.773  0.179

## Properties
Net charge: 0
LUMO energy (spin up / spin down) (eV): -0.58 / -0.58
Electronic energy (eV): -10417.8120
Largest force on an atom (eV/A): 1.3
Relative energy (zero: lowest compared OMol25 entry of this formula, charge and spin) (eV): 3.192

A molecular structure, C50H38Cl2N3O6STcTe, computed with the ωB97M-V functional and the def2-TZVPD basis.

Each line ends with the Mulliken spin population.
Positions of all 102 atoms, in Å:
Te: 0.288 2.591 -1.607  -0.074
Tc: -0.423 0.255 -0.174  2.941
Cl: -1.971 1.313 1.500  -0.004
Cl: -3.927 -0.884 1.243  0.002
S: -2.735 3.156 -3.669  0.003
O: 1.292 -0.585 5.036  0.003
O: -0.500 -1.566 0.533  0.035
O: 1.627 -4.208 5.778  0.000
O: -0.939 -1.342 2.715  0.023
O: 0.902 0.676 1.254  0.059
O: 2.954 -5.712 4.994  0.000
N: -2.925 2.761 -1.126  0.014
N: 1.163 -0.342 -1.351  -0.012
N: 2.099 -4.859 4.874  0.000
C: -1.947 -0.164 -1.623  -0.163
C: 4.012 -1.909 2.238  0.014
C: 1.891 -0.150 1.564  0.009
C: 4.614 -2.392 -3.347  0.000
C: 2.621 -0.822 0.554  0.029
C: -2.788 5.900 -2.985  -0.001
C: -0.391 1.705 4.680  0.006
C: 2.233 -0.378 2.907  0.008
C: 0.931 1.304 -3.200  0.011
C: -3.724 -1.230 -3.580  0.043
C: -2.819 4.549 -2.645  0.004
C: -0.444 -1.960 1.810  0.014
C: -2.852 6.823 -1.961  0.002
C: -0.951 2.973 4.688  -0.001
C: -3.691 0.842 1.198  0.007
C: 1.639 -4.553 3.502  -0.003
C: 5.126 -2.850 2.606  -0.001
C: 4.049 3.154 0.578  -0.001
C: 0.823 1.492 4.039  -0.008
C: -2.785 0.665 -2.401  -0.079
C: -2.979 5.082 -0.287  0.003
C: 3.259 -1.259 3.213  0.005
C: -2.829 2.135 -2.250  -0.024
C: 2.730 2.849 0.264  -0.009
C: 0.959 -0.170 -2.803  0.041
C: 0.869 -3.937 0.947  0.007
C: 4.909 3.632 -0.400  0.000
C: 0.398 -3.180 2.014  -0.023
C: 5.474 -0.205 -2.832  0.000
C: 0.936 3.823 3.455  0.000
C: -2.917 4.134 -1.311  -0.004
C: 1.713 -5.016 1.169  0.000
C: 2.317 -0.698 -0.866  0.021
C: -0.290 4.030 4.074  0.000
C: 4.413 0.012 -1.964  0.001
C: 3.543 -2.176 -2.494  0.006
C: 3.444 -0.972 -1.806  0.019
C: 4.447 3.825 -1.696  -0.001
C: 3.686 -1.662 0.920  -0.003
C: 3.132 3.524 -2.016  -0.003
C: -2.926 -2.073 -2.823  -0.026
C: 0.776 -3.493 3.315  0.005
C: 2.283 3.012 -1.038  0.012
C: 1.488 2.552 3.435  0.004
C: -3.647 0.132 -3.363  -0.014
C: 1.417 0.128 4.068  -0.003
C: -2.068 -1.546 -1.871  0.102
C: 5.576 -1.406 -3.520  0.000
C: -2.945 6.418 -0.623  -0.001
C: 2.115 -5.326 2.458  0.001
H: 1.463 4.652 3.000  0.000
H: 0.011 -0.640 -3.044  -0.027
H: 2.786 -6.147 2.667  0.000
H: -2.719 6.218 -4.016  0.000
H: 0.438 -2.894 4.150  0.000
H: -0.723 5.022 4.093  0.000
H: -2.974 -3.145 -2.965  -0.001
H: 2.452 2.379 2.969  0.003
H: -4.283 0.802 -3.929  0.001
H: 2.065 -5.613 0.338  0.000
H: -4.407 -1.627 -4.318  0.002
H: 6.100 -2.371 2.487  0.001
H: 0.275 1.469 -4.052  0.005
H: 2.788 -2.942 -2.357  0.000
H: 4.248 -2.162 0.141  0.000
H: 5.935 3.868 -0.151  0.000
H: 5.039 -3.173 3.643  0.000
H: 4.339 0.940 -1.407  0.001
H: 1.928 1.666 -3.442  -0.002
H: -3.053 4.756 0.742  0.000
H: 2.059 2.480 1.025  0.008
H: 0.568 -3.677 -0.059  0.000
H: 3.447 -1.456 4.262  0.000
H: 6.409 -1.577 -4.188  0.000
H: 2.779 3.700 -3.026  0.000
H: -4.239 1.313 2.005  -0.001
H: 1.743 -0.680 -3.358  0.003
H: -3.932 1.249 0.224  0.003
H: -1.468 -2.240 -1.300  0.010
H: 5.106 4.222 -2.456  0.000
H: 6.227 0.561 -2.960  0.000
H: -2.831 7.879 -2.196  0.000
H: -1.898 3.142 5.184  0.000
H: -2.994 7.168 0.155  0.000
H: 4.698 -3.332 -3.877  0.000
H: -0.883 0.868 5.158  -0.001
H: 5.114 -3.738 1.974  0.000
H: 4.403 3.020 1.592  0.000

## Properties
Net charge: +1
LUMO energy (spin up / spin down) (eV): -3.26 / -4.40
Spin multiplicity: 4
Electronic energy (eV): -114587.1866
Largest force on an atom (eV/A): 0.4
Relative energy (zero: lowest compared OMol25 entry of this formula, charge and spin) (eV): 0.000

2 unconnected molecules or ions with the total composition C6H14N2O2 in a non-equilibrium geometry, computed with the ωB97M-V functional and the def2-TZVPD basis.

Each line ends with the natural charge from an NBO analysis.
Positions of all 24 atoms, in Å:
O: 2.482 -2.009 1.350  -0.621
O: -0.510 1.548 0.520  -0.647
N: -1.268 0.851 -1.501  -0.604
N: 0.331 -1.237 1.465  -0.648
C: 1.482 -1.603 0.792  0.680
C: -0.531 1.661 -0.702  0.679
C: -2.276 -0.051 -0.997  -0.426
C: 1.462 -1.525 -0.713  -0.708
C: 0.342 2.682 -1.371  -0.707
C: 0.414 -1.215 2.911  -0.422
H: -3.119 0.498 -0.547  0.195
H: 0.475 -1.496 -1.170  0.214
H: 0.446 3.533 -0.706  0.246
H: 1.327 2.294 -1.622  0.243
H: 1.179 -1.875 3.234  0.230
H: -1.932 -0.671 -0.182  0.225
H: 0.593 -0.215 3.309  0.191
H: -0.087 3.059 -2.305  0.211
H: -0.089 -0.396 1.074  0.413
H: 1.935 -0.553 -0.902  0.227
H: -1.457 1.234 -2.398  0.389
H: -2.696 -0.656 -1.785  0.211
H: 2.032 -2.348 -1.124  0.242
H: -0.535 -1.510 3.369  0.190

## Properties
SMILES: CNC(C)=O.CNC(C)=O
Net charge: 0
LUMO energy (eV): 0.59
Electronic energy (eV): -13525.0151
Largest force on an atom (eV/A): 1.4
Relative energy (zero: lowest compared OMol25 entry of this formula, charge and spin) (eV): 0.609